# C24H17CoN6O2S4

A structure of composition C24H17CoN6O2S4 in a non-equilibrium geometry (the ωB97M-V functional and the def2-TZVPD basis, the Open Molecules 2025 dataset).

Atoms and positions in Å:
Co 0.0123 0.6656 -0.1330
S -1.1744 -1.3000 -0.3084
C -2.7555 -0.5587 -0.5447
C -3.7483 -1.2274 -1.2492
C -5.0271 -0.7034 -1.3956
C -6.0264 -1.4417 -2.1409
N -6.8196 -2.0268 -2.7391
C -5.3200 0.5339 -0.8113
C -4.3320 1.2132 -0.1116
C -3.0365 0.6986 0.0385
S -1.8270 1.5789 0.9366
C -6.6457 1.1144 -0.9212
N -7.6966 1.5793 -0.9936
H -3.5211 -2.1853 -1.6996
H -4.5614 2.1754 0.3292
C -0.7053 7.3329 2.5479
C 0.0372 6.3184 1.7096
C -0.6573 5.4470 0.8699
C 0.0107 4.5108 0.1014
C 1.4000 4.4380 0.1818
C 2.1149 5.2898 1.0125
C 1.4260 6.2298 1.7676
S 2.2416 3.2330 -0.7898
O 1.7982 3.3605 -2.1424
O 3.6493 3.3754 -0.5097
N 1.6877 1.8371 -0.1976
C 2.2069 1.2527 0.9483
C 3.2622 1.6329 1.8083
C 3.5237 0.8444 2.9079
C 2.7601 -0.2926 3.1757
C 1.7365 -0.5835 2.3073
N 1.4771 0.1537 1.2284
H -1.6520 7.6091 2.0816
H -0.1126 8.2388 2.6849
H -0.9328 6.9318 3.5412
H -1.7408 5.4911 0.8259
H -0.5374 3.8336 -0.5470
H 3.1983 5.2167 1.0501
H 1.9779 6.9015 2.4197
H 3.8455 2.5135 1.5910
H 4.3341 1.1184 3.5741
H 2.9464 -0.9193 4.0369
H 1.0887 -1.4387 2.4577
S -0.7360 1.4521 -2.3976
C 0.0708 0.4229 -3.4358
N 0.2952 -0.8740 -3.0496
C 0.9778 -1.7568 -3.7809
C 1.4787 -1.3903 -4.9900
C 1.1871 -0.0748 -5.3931
N 0.5206 0.7973 -4.6794
H -0.1380 -1.1494 -2.1509
H 1.0836 -2.7489 -3.3577
H 2.0416 -2.0762 -5.6069
H 1.5262 0.2743 -6.3686

Output
2S+1: 2
<S²>: 0.764
Gap between HOMO and LUMO (alpha / beta) (eV): 6.54 / 6.53
E_HOMO (alpha / beta) (eV): -4.51 / -4.49
Net charge: -1